Record 1
# C36H54BF4GeOS4SiZr

A molecular structure, C36H54BF4GeOS4SiZr (ωB97M-V/def2-TZVPD, OMol25).

Element x y z (Å)
C1 -1.7623 4.9196 1.3209
H1 4.7640 2.5120 1.7944
H2 4.3526 -4.1992 -0.9341
S1 1.2661 -0.8569 3.0902
H3 3.3206 -1.5018 -1.9797
H4 0.3804 5.1304 -0.7226
H5 4.3057 -5.4825 -3.7271
C2 4.0031 -0.7569 2.4239
H6 -3.8552 0.2972 -4.4435
H7 -4.1248 -3.0883 -0.6076
C3 -2.1088 -2.3173 -0.7450
H8 2.6488 3.3945 0.9103
H9 -1.7588 -3.2996 -1.0593
H10 0.6700 0.0966 5.2063
C4 -2.1512 4.0006 3.5085
H11 -2.2095 4.1313 4.5822
H12 -0.1961 -5.3078 1.1347
H13 4.3967 -1.7173 -0.6149
H14 -1.4842 6.0869 -5.2092
H15 2.1490 1.8848 4.3105
C5 -1.7080 4.9447 -3.4102
H16 2.6791 -3.5797 -3.4150
C6 3.5834 -2.1909 -1.1710
H17 -3.5921 -2.6280 1.9385
H18 0.2386 -4.7589 -0.4822
C7 -1.1924 4.6656 -2.1378
C8 1.9231 -5.1729 0.8026
C9 0.3769 -6.8889 -0.2233
H19 -6.5638 1.4965 -1.3476
C10 3.8358 2.0473 2.1276
C11 2.9615 -4.2291 -2.5807
C12 -5.5739 1.5153 -1.7840
C13 -3.1978 -1.6765 1.5704
F1 1.6926 1.7791 -0.7804
H20 -2.7074 1.6651 1.1221
S2 3.6203 0.4997 1.1799
H21 1.0536 -7.0509 -1.0640
H22 2.0526 -4.3586 -1.9758
H23 -2.0915 1.6977 -3.4630
C14 -4.5757 2.2881 -1.2079
C15 -3.6284 -2.1302 -0.7646
C16 0.5097 -5.4673 0.3106
C17 1.1134 1.8170 3.9819
H24 2.6424 -6.0578 -3.7067
H25 -3.0886 -0.9950 2.4139
B1 0.6038 1.5559 -1.7292
C18 2.6920 3.0255 1.9354
C19 -1.0775 5.8657 -4.2321
H26 3.9702 1.7801 3.1750
C20 0.5512 0.4214 4.1718
H27 3.0838 -3.6825 1.8563
H28 0.6240 -7.6198 0.5471
H29 0.7239 -2.5108 -0.8449
C21 3.0242 -0.8515 3.5821
C22 2.1073 -3.7554 1.3691
H30 -3.6602 -0.1472 0.1052
C23 -3.9715 -1.1624 0.3618
Zr1 0.9868 0.1686 0.6389
H31 2.1707 -5.8892 1.5906
H32 4.0592 -1.6904 1.8663
H33 -0.6363 -7.0974 -0.5657
C24 -2.0811 3.6915 0.7330
H34 1.4983 6.7425 -2.2076
F2 -0.5487 2.0565 -0.9705
C25 0.0742 6.5045 -3.7963
S3 -1.5444 -2.0669 0.9714
H35 -1.5756 -1.5545 -1.3135
H36 5.0060 -0.5521 2.8024
O1 -0.8602 -0.6379 0.9166
H37 -2.6070 4.4489 -3.7577
F3 0.7504 2.0524 -2.9283
C26 0.6023 6.2338 -2.5367
C27 -0.0291 5.3255 -1.7092
H38 -6.0935 0.2058 -3.3980
Ge1 2.0155 -2.3288 0.0097
C28 3.4164 -5.5844 -3.1042
H39 3.2027 -1.7777 4.1291
H40 4.9201 -3.3688 -2.3609
C29 -3.3049 2.3527 -1.7934
H41 0.5338 2.5317 4.5655
H42 3.1569 -0.0321 4.2866
S4 1.0257 2.3581 2.2459
C30 4.0327 -3.5373 -1.7451
H43 1.3551 -3.5703 2.1423
Si1 -2.0393 3.4611 -1.0878
F4 0.4675 0.1290 -1.6054
H44 -2.7872 1.9496 3.5728
H45 -0.5182 0.3994 3.9486
H46 -3.9378 -1.7524 -1.7379
H47 -5.0392 -1.1392 0.5763
C31 -5.3081 0.7927 -2.9393
H48 -4.7994 2.8636 -0.3165
C32 -3.0553 1.6282 -2.9678
C33 -2.4397 2.6195 1.5620
C34 -1.7958 5.0723 2.7017
C35 -4.0479 0.8420 -3.5287
H49 0.5647 7.2239 -4.4384
H50 -1.5139 5.7731 0.7016
C36 -2.4703 2.7700 2.9391
H51 -1.5700 6.0337 3.1436
H52 2.6365 -5.3596 -0.0040
H53 3.6643 -6.2616 -2.2840
H54 2.8224 3.8935 2.5832

Values from the calculation:
DFT total energy = -160802.49767 eV
Total charge = +3
HOMO = -0.586 Ha
LUMO energy = -0.322 Ha
Frontier orbital gap = 7.19 eV
ΔE to the lowest compared entry with this formula, charge and spin = 0.0 kJ/mol

Here are the Löwdin charges for atoms 1 to 99, given in e: C -0.07; H 0.11; H 0.11; S 0.84; H 0.07; H 0.10; H 0.08; C -0.47; H 0.12; H 0.13; C -0.27; H 0.08; H 0.10; H 0.11; C -0.06; H 0.12; H 0.11; H 0.05; H 0.12; H 0.08; C -0.06; H 0.12; C -0.34; H 0.12; H 0.06; C -0.27; C -0.27; C -0.09; H 0.12; C -0.43; C -0.29; C -0.05; C -0.28; F 0.00; H 0.08; S 0.87; H 0.08; H 0.06; H 0.11; C -0.09; C -0.18; C -0.30; C -0.43; H 0.08; H 0.10; B -1.17; C -0.45; C -0.04; H 0.08; C -0.45; H 0.07; H 0.09; H -0.03; C -0.41; C -0.34; H 0.09; C -0.21; Zr 1.21; H 0.13; H 0.05; H 0.08; C -0.26; H 0.12; F 0.08; C -0.03; S 1.07; H 0.09; H 0.11; O -0.75; H 0.11; F 0.33; C -0.05; C -0.10; H 0.12; Ge 0.83; C -0.09; H 0.11; H 0.13; C -0.26; H 0.10; H 0.08; S 0.90; C -0.28; H 0.04; Si 0.92; F 0.05; H 0.11; H 0.08; H 0.12; H 0.14; C -0.05; H 0.11; C -0.08; C -0.12; C -0.04; C -0.06; H 0.12; H 0.11; C -0.09



Record 2
# C36H54O18

9 unconnected molecules or ions with the total composition C36H54O18 in a non-equilibrium geometry (ωB97M-V/def2-TZVPD, OMol25).

Element x y z (Å)
H1 -3.3542 0.5236 5.8927
O1 1.0791 -1.5200 -6.6733
O2 -3.3497 -0.2889 3.3905
C1 -3.4306 -4.4777 -1.9725
H2 -0.1653 3.2909 3.0151
C2 0.4813 3.7919 -4.8603
C3 0.2756 -0.6721 0.2141
C4 -0.6635 4.6136 5.8878
C5 3.3862 5.1164 2.1248
O3 -3.7074 -3.3899 -2.5609
C6 -0.1378 -1.0217 -4.8203
H3 1.9277 6.2818 0.9066
C7 -2.7477 -0.3655 5.7203
O4 1.5390 -7.4809 -0.2817
C8 -2.4878 -2.8013 5.7209
C9 -0.7358 4.7187 4.4394
O5 -1.0139 3.9072 -2.9546
H4 -0.4982 -1.4560 -8.0776
H5 -1.5780 2.7127 3.8538
H6 -3.8003 -1.4412 -2.0458
C10 1.1649 -6.7548 0.6221
C11 1.3116 4.3056 1.0796
H7 -3.9110 -4.8847 0.0735
C12 3.3308 3.6251 2.1161
H8 0.1938 2.1406 -0.0589
H9 4.1448 -1.6695 -2.8971
H10 3.1626 -0.9903 -0.4775
O6 -3.4158 -5.5795 -2.5984
H11 -1.0865 -5.3918 2.2523
H12 1.8721 -5.0317 2.6767
H13 -1.4496 -3.1221 5.8064
H14 -1.5804 5.3324 4.1261
O7 -2.7267 -2.1912 4.3907
H15 -0.7746 -7.4457 1.1493
H16 -1.5901 4.2360 6.3201
O8 0.9050 -1.6288 0.6488
C13 0.1364 -7.1112 1.6456
H17 -2.3695 -4.7685 -0.1132
H18 -1.7459 0.0572 5.6436
H19 -1.5494 4.9844 -6.8981
H20 -0.3553 -2.8947 -7.0853
H21 1.4445 4.2703 -0.0017
C14 4.2173 -0.9917 -0.7527
H22 -1.6249 0.1730 -1.7475
C15 1.9372 5.5573 1.7210
H23 -0.1664 0.6984 1.9044
C16 -0.6541 0.5734 -1.4553
C17 4.4292 -0.8152 -2.2828
C18 -0.6480 3.2643 3.9920
O9 2.2200 -1.2031 -4.8258
C19 -3.0226 -0.9176 4.3415
O10 1.5260 -5.5068 0.7726
H24 -2.0922 3.3623 -6.9694
C20 -1.1099 -1.1697 -5.9614
H25 6.0074 0.1414 -3.3050
C21 -4.1327 -2.3810 -1.6048
C22 -3.3474 -2.7649 -0.3587
C23 1.1609 -1.1400 -5.3683
H26 3.7012 5.4182 3.1237
C24 0.1868 3.4239 6.1215
C25 5.8620 -0.5080 -2.4417
C26 0.9909 -4.9187 2.0452
C27 -0.2476 -1.8101 -7.0777
H27 0.6335 -7.8865 2.2287
H28 -1.9881 -1.7615 -5.7032
H29 0.3833 4.2285 -7.0372
O11 -1.7290 4.0100 -5.0695
H30 4.4323 -2.0192 -0.4594
O12 2.1348 3.2321 1.6198
H31 -1.6602 -0.3008 -6.3222
C28 -2.9709 -1.6104 6.6402
H32 0.1482 5.2071 4.0294
C29 -3.2418 -4.2345 -0.4900
H33 -0.3816 -1.7762 -4.0724
O13 4.1808 2.8801 2.5542
O14 5.3320 0.4750 0.8955
O15 6.2892 0.1025 -1.1445
H34 -3.9421 -1.7045 7.1260
H35 6.3960 -1.4440 -2.6055
H36 0.2335 4.3203 1.2395
O16 0.1733 2.6932 5.0618
H37 -5.2149 -2.4880 -1.5305
C30 -0.0204 3.5632 -6.2739
O17 0.7826 3.1154 7.1782
H38 0.1334 2.4995 -6.4553
H39 -3.9770 -2.5801 0.5117
C31 -0.5566 0.3813 0.9373
H40 1.0153 4.6937 -4.5609
H41 -0.4267 1.2478 -2.2809
H42 -0.1106 0.0102 -4.4702
C32 -0.1071 -5.8085 2.4870
H43 0.7384 -3.8587 2.0181
H44 -3.1450 -3.6589 5.8648
H45 -0.0706 -6.0620 3.5465
H46 3.7771 -0.0688 -2.7362
H47 1.0424 2.9438 -4.4677
H48 -1.5863 0.0619 1.0981
O18 0.2197 -0.5414 -1.1570
H49 -2.3273 -2.4175 -0.1949
C33 5.2348 -0.0273 -0.1771
H50 -0.1326 5.4488 6.3445
H51 1.4706 5.9587 2.6206
H52 4.1111 5.4254 1.3717
C34 -0.6396 1.4431 -0.1427
C35 -1.4033 4.0114 -6.4289
H53 -1.5451 2.0474 -0.0887
C36 -0.7945 3.8413 -4.1399
H54 -2.2144 -1.6069 7.4248

Values from the calculation:
DFT total energy = -75059.50269 eV
Total charge = 0
HOMO = -0.350 Ha
Structure (SMILES) = O=C1CCCO1.O=C1CCCO1.O=C1CCCO1.O=C1CCCO1.O=C1CCCO1.O=C1CCCO1.O=C1CCCO1.O=C1CCCO1.O=C1CCCO1
LUMO energy = 0.002 Ha
Frontier orbital gap = 9.58 eV
ΔE to the lowest compared entry with this formula, charge and spin = 594.0 kJ/mol

Here are the Löwdin charges for atoms 1 to 99, given in e: H 0.12; O 0.03; O 0.11; C -0.50; H 0.09; C -0.06; C -0.43; C -0.11; C -0.06; O 0.05; C -0.09; H 0.11; C -0.07; O 0.09; C -0.08; C -0.17; O 0.11; H 0.12; H 0.13; H 0.12; C -0.54; C -0.16; H 0.13; C -0.48; H 0.09; H 0.11; H 0.10; O 0.05; H 0.10; H 0.13; H 0.12; H 0.13; O 0.02; H 0.13; H 0.15; O 0.09; C -0.06; H 0.12; H 0.13; H 0.13; H 0.13; H 0.12; C -0.05; H 0.11; C -0.13; H 0.12; C -0.13; C -0.19; C -0.09; O 0.14; C -0.56; O 0.05; H 0.13; C -0.14; H 0.12; C -0.09; C -0.15; C -0.52; H 0.13; C -0.52; C -0.16; C -0.11; C -0.14; H 0.13; H 0.11; H 0.12; O 0.04; H 0.13; O 0.00; H 0.10; C -0.11; H 0.10; C -0.10; H 0.15; O 0.13; O 0.14; O -0.02; H 0.11; H 0.12; H 0.11; O 0.07; H 0.14; C -0.16; O 0.07; H 0.12; H 0.12; C -0.07; H 0.14; H 0.10; H 0.13; C -0.15; H 0.11; H 0.12; H 0.11; H 0.10; H 0.13; H 0.12; O 0.01; H 0.12



- Which of these has the highest frontier orbital gap?
  C36H54O18



- Among the records above, which one has the highest ΔE to the lowest compared entry with this formula, charge and spin?
  C36H54O18



- Which of these has the highest DFT total energy?
  C36H54O18